[1]
Density functional theory data (wB97M-V/def2-TZVPD) for a cluster of 2 separate species, C4H12 in total.

Each line ends with the Löwdin charge.
CARTESIAN COORDINATES (ANGSTROEM)
C -2.76789 -1.27302 0.39191  -0.174
C -3.90322 -1.08335 -0.62752  -0.189
H -2.22894 -2.23024 0.31644  0.059
H -1.96288 -0.49519 0.30282  0.071
H -3.26896 -1.25348 1.36116  0.054
H -3.99504 -1.89579 -1.38503  0.063
H -3.69079 -0.29238 -1.38223  0.061
H -4.88664 -0.88315 -0.20056  0.055
C 3.83763 1.01559 -0.42301  -0.190
C 2.82389 1.31689 0.67946  -0.182
H 3.88910 -0.03042 -0.74998  0.061
H 3.61756 1.58495 -1.34953  0.064
H 4.83714 1.38230 -0.16086  0.058
H 1.82449 1.20625 0.21469  0.067
H 2.92314 2.31587 1.11872  0.056
H 3.02608 0.77069 1.62211  0.066

The relative energy (zero: lowest compared OMol25 entry of this formula, charge and spin) comes out at 13.1 kcal/mol. The orbital gap comes out at 12.465 eV. Its HOMO energy is -11.412 eV.

=====

[2]
Density functional theory data (wB97M-V/def2-TZVPD) for a structure of composition C30H27Cl6MnN3O2S2Si.

Each line ends with the Löwdin charge.
CARTESIAN COORDINATES (ANGSTROEM)
Mn 0.96930 0.71817 -1.11819  0.532
C -3.01942 3.09167 -4.33010  -0.165
Si -3.03875 3.97016 -2.68973  0.520
C -3.45422 5.77134 -2.86050  -0.172
C -4.14446 3.12333 -1.45127  -0.170
C -1.23773 3.89329 -2.01861  -0.193
C -0.43201 5.02708 -1.90526  -0.016
C 0.89908 4.97515 -1.48256  -0.014
C 1.44306 3.75798 -1.15161  -0.068
N 0.66791 2.66202 -1.22058  -0.098
C -0.59586 2.71867 -1.65118  -0.645
S -1.21167 1.05150 -1.68156  0.760
H -4.01120 3.11394 -4.78703  0.047
H -2.72572 2.04433 -4.24018  0.019
H -2.32869 3.57834 -5.02207  0.044
H -4.49037 5.86927 -3.19321  0.048
H -2.83520 6.27279 -3.60776  0.044
H -3.36913 6.31604 -1.91807  0.046
H -5.18400 3.23991 -1.76843  0.048
H -4.05412 3.56904 -0.45879  0.045
H -3.95493 2.05193 -1.36429  -0.002
H -0.84765 5.99390 -2.16357  0.113
H 1.49885 5.87142 -1.41770  0.124
H 2.46419 3.62194 -0.82341  0.131
Cl 5.81479 -3.90146 -3.21555  0.878
C 4.95831 -2.53786 -2.70744  -0.605
C 3.55612 -2.65329 -2.52725  -0.074
C 2.89797 -1.54633 -2.11281  -0.454
Cl 1.16274 -1.56205 -1.86353  0.891
C 3.53428 -0.29220 -1.85620  -0.380
O 2.86855 0.71260 -1.46625  -0.102
C 4.95806 -0.22787 -2.06153  -0.555
Cl 5.74037 1.24688 -1.77319  0.859
C 5.64387 -1.33873 -2.47795  -0.077
H 3.05287 -3.59278 -2.71236  0.074
H 6.71336 -1.29474 -2.63179  0.132
Cl 1.45991 -5.46534 -1.70452  0.725
C 1.19057 -4.75126 -0.14255  -0.668
C -0.08699 -4.36288 0.21879  -0.086
C -0.28945 -3.80972 1.47277  0.013
C 0.75169 -3.61972 2.37635  -0.186
C 0.52280 -2.98636 3.75125  -0.265
C 1.20515 -1.62051 3.91400  -0.048
N 0.91952 -0.62655 2.86372  -0.011
C 0.43413 0.64347 3.07472  -0.042
C 0.37308 1.24783 1.86219  -0.105
N 0.83107 0.36155 0.90873  -0.014
C 1.16796 -0.74758 1.55404  -0.097
O -0.82501 -3.02954 4.17675  -0.073
C -1.65965 -1.85790 4.23331  -0.132
C -2.53609 -1.64799 3.03610  -0.324
C -3.58268 -2.46303 2.70963  -0.986
Cl -4.11421 -3.83168 3.58681  0.718
S -4.35105 -2.01396 1.24974  1.040
C -3.28017 -0.69260 1.04929  -0.408
C -2.37727 -0.61549 2.06423  -0.145
C 2.01557 -4.05696 1.98229  -0.588
Cl 3.37800 -3.93386 3.05830  0.773
C 2.25343 -4.61225 0.73202  -0.128
H -0.91801 -4.51594 -0.45644  0.120
H -1.28459 -3.53963 1.76747  0.109
H 1.06185 -3.62272 4.46056  0.150
H 2.28113 -1.77183 3.94765  0.099
H 0.91301 -1.17297 4.86304  0.144
H 0.17507 0.99618 4.05843  0.148
H 0.02189 2.23320 1.60878  0.125
H 1.56912 -1.63909 1.10172  0.126
H -1.06566 -0.96309 4.40451  0.094
H -2.27311 -2.00618 5.12149  0.138
H -3.39952 -0.02358 0.21149  0.032
H -1.63202 0.16751 2.14229  0.075
H 3.24196 -4.96491 0.47253  0.111

As for the spin multiplicity: 4. The orbital gap (spin up / spin down) comes out at 5.299 / 3.725 eV. Its expectation value of S² is 4.13. As for the net charge: +2. Its HOMO energy (spin up / spin down) is -12.962 / -12.963 eV.

=====

[3]
Density functional theory data (wB97M-V/def2-TZVPD) for the molecule C3H2N2OS2.

Each line ends with the Löwdin charge.
CARTESIAN COORDINATES (ANGSTROEM)
C 0.47526 -0.66359 -0.05717  -0.074
C 0.44903 0.73939 0.23658  -0.158
C 1.44294 -1.54731 0.16507  -0.193
N 1.31511 1.50648 0.83479  -0.059
N 2.45381 1.27812 1.40696  -0.496
O 2.26602 -2.30493 0.32629  0.241
S 3.01445 0.40686 2.50656  0.435
S 4.91753 0.90815 2.50448  0.055
H -0.15973 -1.18036 -0.74067  0.109
H -0.48697 1.37062 0.02985  0.140

The relative energy (zero: lowest compared OMol25 entry of this formula, charge and spin) comes out at 81.5 kcal/mol. The orbital gap (spin up / spin down) comes out at 7.068 / 7.069 eV. Its HOMO energy (spin up / spin down) is -8.418 / -8.418 eV.

=====

[4]
Density functional theory data (wB97M-V/def2-TZVPD) for a cluster of 2 separate species, C2HF2IO in total.

Each line ends with the Löwdin charge.
CARTESIAN COORDINATES (ANGSTROEM)
C 0.84329 -1.27371 0.41350  -0.037
C -0.65773 0.72112 -0.35241  -0.983
O 0.30379 -2.25632 0.45097  0.142
F -1.81527 0.49736 -0.87431  0.040
F 0.09432 1.04283 -1.34757  -0.006
I -0.53237 2.11265 1.22482  0.784
H 1.76397 -0.84393 0.48500  0.059

The relative energy (zero: lowest compared OMol25 entry of this formula, charge and spin) comes out at 81.1 kcal/mol. The orbital gap (spin up / spin down) comes out at 7.523 / 8.421 eV. Its HOMO energy (spin up / spin down) is -7.814 / -8.170 eV.

=====

[5]
Density functional theory data (wB97M-V/def2-TZVPD) for a cluster of 2 separate species, C4H11N3 in total.

Each line ends with the Löwdin charge.
CARTESIAN COORDINATES (ANGSTROEM)
C 0.02360 -2.11742 0.07716  -0.067
N 0.24753 -0.76733 0.56575  -0.307
N -0.25583 -0.47315 1.85114  0.060
C 1.47651 -0.26585 0.34422  -0.217
C 2.57194 0.17103 0.11906  0.118
H -1.26949 -0.40025 1.80711  0.085
H 0.00285 -1.18297 2.54048  0.087
H 0.46715 -2.88172 0.73297  0.086
H 0.46271 -2.21063 -0.91704  0.090
H -1.05804 -2.29184 0.00930  0.085
H 3.48298 0.62555 -0.12541  0.010
C -0.65340 2.18250 -0.83342  -0.205
N -1.52948 1.07861 -1.19501  -0.070
H -1.36537 0.81540 -2.16209  0.055
H -1.27848 0.27183 -0.62844  0.014
H -0.86808 3.03067 -1.48154  0.064
H -0.87084 2.46872 0.19542  0.067
H 0.41375 1.94685 -0.89964  0.046

The relative energy (zero: lowest compared OMol25 entry of this formula, charge and spin) comes out at 102.8 kcal/mol. The orbital gap comes out at 9.362 eV. Its HOMO energy is -8.520 eV.

=====

[6]
Density functional theory data (wB97M-V/def2-TZVPD) for a structure of composition C34H52EuNO4SSi.

Each line ends with the Löwdin charge.
CARTESIAN COORDINATES (ANGSTROEM)
C 2.11250 0.19628 0.76712  -0.241
C 2.25054 -0.48992 -0.46912  -0.214
C 2.09478 0.44748 -1.51480  -0.207
H 2.49641 -1.54458 -0.59133  0.087
C 1.88333 1.73069 -0.93310  -0.240
C 1.90533 1.58187 0.48195  -0.258
H 1.81548 2.67000 -1.48033  0.064
C -1.37549 -1.99523 1.21987  -0.206
C -0.12828 -2.38253 0.65210  -0.191
C -0.26466 -2.38086 -0.75534  -0.159
H 0.75926 -2.66548 1.21513  0.093
C -1.58709 -1.95473 -1.07165  -0.339
C -2.28628 -1.73505 0.15738  -0.178
H 2.23274 0.24140 -2.57517  0.074
H 1.78326 2.36451 1.23167  0.080
H 2.14992 -0.24083 1.76094  0.059
H -3.33236 -1.43382 0.24318  0.093
H 0.47162 -2.69736 -1.49577  0.095
H -1.59778 -1.92566 2.28097  0.051
Eu -0.51715 0.37350 -0.00748  1.408
C -2.05166 -1.48052 -2.42726  -0.501
C -3.57250 -1.64952 -2.52822  -0.050
C -1.37324 -2.25955 -3.55683  -0.044
H -3.81364 -2.69465 -2.28123  0.095
H -3.91096 -1.45894 -3.55418  0.079
H -4.10803 -0.97937 -1.84262  0.083
H -1.54648 -3.33214 -3.39219  0.094
H -0.28983 -2.08271 -3.61990  0.079
H -1.82943 -1.99188 -4.51960  0.080
C -1.61768 0.02573 -2.46541  -0.135
C -2.26094 0.98800 -3.45752  -0.448
H -0.51231 0.08367 -2.55916  0.095
H -2.02552 0.50178 -1.52468  0.077
O -3.43177 1.29337 -3.26665  0.067
N -1.42612 1.54948 -4.42216  0.044
C -0.27247 2.36054 -3.96939  -0.135
H -1.97022 2.04034 -5.12772  0.135
C 1.02841 1.88338 -4.56811  -0.231
C 2.19639 2.62494 -4.33951  -0.064
H 2.11312 3.59009 -3.82960  0.115
C 3.43502 2.11972 -4.73857  -0.084
H 4.34055 2.69312 -4.52619  0.103
C 3.50433 0.88553 -5.40016  -0.099
H 4.47530 0.48036 -5.68607  0.096
C 2.33174 0.17632 -5.68784  -0.085
H 2.37125 -0.77354 -6.22403  0.099
C 1.08732 0.68247 -5.28105  -0.050
H 0.15549 0.15426 -5.50515  0.102
H -0.19016 2.33222 -2.86244  0.113
H -0.44836 3.41701 -4.25273  0.134
C -2.36673 -2.70909 4.85898  -0.039
C -2.24252 -1.19120 4.92026  -0.635
C -3.41724 -0.53837 4.20228  -0.045
C -2.21411 -0.76975 6.38105  -0.043
O -0.98199 -0.83666 4.27120  -0.173
Si -0.45621 0.72082 3.94181  -0.175
S -1.26781 1.66041 2.33389  0.291
O -0.78152 1.52712 5.36307  -0.206
C -0.94353 2.93491 5.64463  -0.653
C -2.30574 3.39731 5.15449  -0.062
C -0.87346 3.07793 7.16475  -0.033
C 0.14040 3.72837 4.92926  -0.043
O 1.18183 0.62741 3.74025  -0.181
C 2.22246 0.17221 4.65460  -0.625
C 3.43388 1.06618 4.41142  -0.028
C 1.77976 0.28388 6.10454  -0.040
C 2.55275 -1.28332 4.34413  -0.030
H -3.30115 -3.01866 5.34363  0.083
H -1.53360 -3.18215 5.39063  0.087
H -2.38471 -3.07522 3.82768  0.074
H -4.34946 -0.87009 4.67826  0.087
H -3.37552 0.55616 4.26643  0.062
H -3.44090 -0.82812 3.14539  0.078
H -1.34784 -1.20843 6.89044  0.087
H -2.18043 0.31911 6.48773  0.065
H -3.12676 -1.13093 6.87496  0.085
H -3.10808 2.82703 5.63709  0.085
H -2.42868 4.45878 5.40774  0.084
H -2.37858 3.28496 4.06520  0.025
H 0.09847 2.75554 7.55966  0.077
H -1.02640 4.12648 7.44621  0.082
H -1.65961 2.48055 7.64654  0.082
H 1.14230 3.40536 5.23907  0.076
H 0.03466 3.61184 3.84114  0.052
H 0.02456 4.79287 5.17532  0.086
H 3.18942 2.11507 4.62358  0.080
H 4.25958 0.76980 5.07084  0.083
H 3.77483 0.98790 3.37224  0.084
H 0.92585 -0.37232 6.31833  0.081
H 2.61195 -0.03940 6.74577  0.088
H 1.53766 1.31886 6.37694  0.070
H 1.65773 -1.90858 4.44959  0.088
H 2.94997 -1.38940 3.32809  0.076
H 3.31415 -1.63957 5.04966  0.084

As for the spin multiplicity: 8. The orbital gap (spin up / spin down) comes out at 6.240 / 6.794 eV. Its expectation value of S² is 15.76. As for the net charge: -1. Its HOMO energy (spin up / spin down) is -3.710 / -4.273 eV.

=====

Here are the calculated max |F| numbers, same order: 2.4, 2.2, 2.9, 5.4, 0.7, 2.3 (eV/A).